# 1
Density functional theory data (the ωB97M-V functional and the def2-TZVPD basis) for C9H14NS as an isolated structure at a distorted geometry.

Results
Maximum force, eV Å⁻¹: 5.001
E_HOMO, eV: -12.6
Net charge: +1
Spin multiplicity: 1
Energy above the lowest of the compared OMol25 structures with the same formula, charge and spin, kcal/mol: 39.5
Frontier orbital gap, eV: 8.04
LUMO, eV: -4.528

Atoms and positions in Å:
C  -3.179  -0.718  -0.107
C  -2.644  0.417  -0.673
C  -2.258  -1.529  0.565
C  -1.328  0.768  -0.575
C  -0.943  -1.154  0.689
C  1.346  1.414  -0.567
C  0.885  1.080  2.131
C  2.325  -1.533  -1.464
C  0.875  0.333  0.336
N  -0.481  -0.028  0.135
S  2.075  -1.121  0.285
H  -4.221  -1.103  -0.232
H  -3.432  1.013  -1.186
H  -2.436  -2.509  0.948
H  -1.184  1.759  -0.991
H  -0.123  -1.721  1.112
H  1.430  0.905  -1.570
H  2.388  1.763  -0.246
H  0.844  2.354  -0.443
H  0.246  2.031  2.041
H  0.586  0.640  3.045
H  1.825  1.570  2.153
H  2.993  -0.709  -1.777
H  1.482  -1.496  -2.210
H  2.929  -2.425  -1.400

Force components x, y, z for each atom (eV/Å):
0.5 -2.1 0.5
-2.8 0.3 -0.6
0.3 -0.1 0.0
-1.0 0.2 0.4
0.2 0.1 -0.4
2.5 -0.2 0.0
-0.9 2.1 -4.3
0.2 2.4 -0.7
2.5 0.8 4.3
-1.9 0.8 -1.3
-1.3 0.5 0.9
1.0 0.9 0.1
1.4 0.1 0.1
-0.7 -0.3 0.3
1.4 -0.4 0.2
-0.5 -0.4 0.3
-0.3 1.5 0.5
-1.1 -1.1 -0.5
-0.9 0.2 -0.7
0.2 -1.6 -0.4
-0.1 -1.5 0.4
1.3 -0.3 0.3
-0.1 -0.7 -0.3
0.5 -0.7 1.2
-0.2 -0.5 -0.4

***

# 2
Density functional theory data (the ωB97M-V functional and the def2-TZVPD basis) for a 2-piece molecular cluster, C9H14NS overall at a distorted geometry.

Results
Maximum force, eV Å⁻¹: 4.746
E_HOMO, eV: -14.2
Net charge: +1
Spin multiplicity: 1
Energy above the lowest of the compared OMol25 structures with the same formula, charge and spin, kcal/mol: 64.7
Frontier orbital gap, eV: 9.57
LUMO, eV: -4.659

Atoms and positions in Å:
C  -0.544  0.168  0.812
C  -1.364  0.609  -1.240
C  -0.299  0.094  -0.526
C  -2.360  0.830  4.035
C  -2.927  -0.151  4.357
C  1.901  0.942  -0.916
C  0.981  -0.672  -2.703
C  1.631  -1.605  -0.494
C  1.037  -0.298  -1.115
N  -1.609  0.892  1.129
S  -2.592  1.219  -0.188
H  0.118  -0.228  1.547
H  -1.532  0.579  -2.298
H  -1.817  1.756  4.032
H  -1.698  1.180  2.102
H  -3.472  -1.010  4.566
H  2.921  0.817  -1.374
H  1.442  1.714  -1.594
H  1.879  1.184  0.069
H  0.708  -1.732  -2.609
H  0.429  0.070  -3.271
H  2.003  -0.694  -3.131
H  2.424  -1.915  -1.212
H  1.958  -1.424  0.550
H  0.782  -2.325  -0.530

Force components x, y, z for each atom (eV/Å):
0.2 0.9 0.6
-0.8 0.0 1.3
0.0 -0.5 -2.4
1.4 2.3 0.1
-0.7 -1.0 0.0
0.3 -0.5 -4.7
0.9 0.0 2.5
-1.0 0.9 -0.3
0.9 -1.0 -2.0
0.2 -0.8 0.0
1.2 0.1 -0.2
0.2 0.1 0.7
0.0 0.1 -0.3
-0.2 -0.1 -0.1
-1.0 -0.2 -0.2
-0.5 -1.0 0.3
-0.8 -0.1 1.0
0.4 -0.2 1.1
0.5 1.3 2.9
-0.9 0.5 -1.2
-0.5 -0.5 -0.3
-0.4 0.3 0.5
-0.3 0.0 1.1
0.2 -0.5 -0.6
0.9 0.0 0.3

***

# 3
Density functional theory data (the ωB97M-V functional and the def2-TZVPD basis) for a 2-piece molecular cluster, C9H14O overall at a distorted geometry.

Results
Maximum force, eV Å⁻¹: 1.621
E_HOMO (alpha / beta), eV: 0.8 / -3.6
Net charge: -1
Spin multiplicity: 2
⟨S²⟩: 0.76
Energy above the lowest of the compared OMol25 structures with the same formula, charge and spin, kcal/mol: 11.6
Frontier orbital gap (alpha / beta), eV: 2.86 / 7.18
LUMO (alpha / beta), eV: 3.656 / 3.549

Atoms and positions in Å:
C  -1.448  2.163  1.491
C  -1.582  3.189  2.618
O  -1.332  2.867  0.260
H  -0.702  1.419  1.752
H  -2.419  1.674  1.439
H  -2.150  4.038  2.286
H  -0.932  2.297  -0.398
H  -0.636  3.588  2.977
H  -2.088  2.664  3.432
C  2.469  -3.148  -1.248
C  0.755  0.184  -0.648
C  -0.592  -0.108  -0.925
C  1.743  -0.767  -0.792
C  1.381  -2.107  -1.154
C  -0.962  -1.475  -1.221
C  0.047  -2.439  -1.281
H  0.944  1.222  -0.376
H  -1.321  0.683  -1.034
H  2.784  -0.489  -0.670
H  -2.009  -1.752  -1.214
H  2.172  -3.894  -1.990
H  2.752  -3.594  -0.283
H  -0.282  -3.468  -1.371
H  3.408  -2.747  -1.650

Force components x, y, z for each atom (eV/Å):
-1.3 1.0 0.2
0.4 -0.7 0.0
0.8 0.2 0.3
0.4 0.0 -0.6
0.0 -0.6 0.1
-0.6 0.3 -0.1
0.1 -0.3 -0.2
0.2 -0.2 0.0
0.0 0.3 0.2
-0.1 0.3 -0.6
-1.2 0.2 -0.5
0.5 -0.4 -0.3
0.0 0.4 0.5
0.9 -0.5 -0.2
0.3 0.3 0.5
-0.8 0.5 0.2
0.5 -0.1 0.0
-0.2 0.0 0.2
0.1 -0.1 0.1
-0.1 -0.2 -0.2
0.0 -0.4 0.4
-0.2 -0.2 0.0
0.3 -0.2 -0.2
-0.1 0.3 0.1

***

# 4
Density functional theory data (the ωB97M-V functional and the def2-TZVPD basis) for a 2-piece molecular cluster, C9H14O overall at a distorted geometry.

Results
Maximum force, eV Å⁻¹: 1.918
E_HOMO (alpha / beta), eV: 0.8 / -3.4
Net charge: -1
Spin multiplicity: 2
⟨S²⟩: 0.76
Energy above the lowest of the compared OMol25 structures with the same formula, charge and spin, kcal/mol: 20.7
Frontier orbital gap (alpha / beta), eV: 2.56 / 6.65
LUMO (alpha / beta), eV: 3.322 / 3.220

Atoms and positions in Å:
C  2.493  1.636  -1.361
C  2.897  0.356  -2.080
O  3.574  2.474  -0.961
H  1.997  2.376  -2.000
H  1.827  1.377  -0.529
H  3.858  -0.110  -1.838
H  4.169  2.012  -0.384
H  3.028  0.521  -3.147
H  2.088  -0.368  -1.996
C  -1.666  0.893  2.488
C  -2.141  -0.871  -0.808
C  -2.243  0.154  0.155
C  -1.453  -2.041  -0.579
C  -1.612  -0.162  1.409
C  -0.755  -2.306  0.618
C  -1.015  -1.374  1.669
H  -2.616  -0.748  -1.782
H  -2.772  1.095  0.134
H  -1.353  -2.789  -1.367
H  0.081  -2.997  0.638
H  -2.620  1.425  2.504
H  -0.964  1.697  2.199
H  -0.644  -1.506  2.684
H  -1.240  0.422  3.376

Force components x, y, z for each atom (eV/Å):
0.2 0.5 0.0
-0.1 0.0 -1.0
0.2 0.3 0.0
-0.6 -0.8 -0.2
0.2 0.2 0.0
-0.2 0.2 0.8
0.3 -0.5 0.5
-0.1 0.3 -0.3
0.1 -0.2 0.2
1.1 0.0 -1.0
-0.7 -0.3 -1.0
1.3 -0.3 1.4
0.4 -0.2 -0.5
-1.1 0.1 0.1
-0.2 0.2 0.2
0.5 0.9 0.0
0.0 0.0 0.1
-0.2 -0.1 -0.6
-0.2 0.2 -0.2
-0.2 -0.3 0.2
-0.2 -0.5 0.7
0.1 -0.1 0.1
0.2 -0.2 -0.1
-0.7 0.5 0.5